DFT (the ωB97M-V functional and the def2-TZVPD basis) results for a structure of composition C42H126F12N21NiO7P9.

```
218
Properties=species:S:1:pos:R:3
Ni -3.26 -0.99 0.91
P -0.13 -1.17 -0.13
F -1.20 -1.96 0.88
F 1.12 -1.97 0.43
F -0.34 -2.20 -1.32
F 0.86 -0.32 -1.07
F -1.44 -0.29 -0.64
F 0.14 0.01 0.94
P -5.59 1.07 -0.78
F -5.99 2.12 -1.96
F -4.05 1.32 -1.06
F -5.65 2.24 0.39
F -5.16 -0.05 0.40
F -7.12 0.77 -0.44
F -5.66 -0.03 -1.96
O -2.72 0.36 2.29
P -2.53 1.66 3.01
N -3.97 2.31 3.32
C -5.18 1.43 3.40
C -4.22 3.66 3.83
N -1.70 2.80 2.15
C -1.90 2.86 0.75
C -0.59 3.60 2.56
N -1.59 1.61 4.36
C -0.24 1.09 4.13
C -2.22 1.14 5.58
H -4.89 0.43 3.10
H -5.95 1.87 2.76
H -5.61 1.41 4.45
H -5.04 3.71 4.55
H -4.46 4.33 2.98
H -3.29 4.08 4.31
H -2.67 2.17 0.39
H -2.24 3.86 0.47
H -1.02 2.56 0.25
H -0.61 4.66 2.17
H -0.38 3.66 3.62
H 0.33 3.21 2.06
H 0.03 0.96 3.06
H 0.55 1.66 4.56
H -0.13 0.08 4.53
H -2.91 1.96 5.89
H -1.43 1.18 6.37
H -2.69 0.13 5.48
O 5.89 -2.87 -3.93
P 4.55 -2.71 -3.24
N 3.40 -1.70 -3.97
C 3.29 -0.32 -3.52
C 3.17 -2.07 -5.36
N 4.84 -1.97 -1.72
C 3.77 -1.80 -0.71
C 6.01 -1.17 -1.40
N 3.68 -4.08 -2.95
C 2.25 -4.15 -2.71
C 4.45 -5.32 -2.68
H 4.19 0.21 -3.26
H 2.60 -0.18 -2.67
H 2.88 0.29 -4.34
H 3.18 -3.19 -5.38
H 4.02 -1.85 -5.96
H 2.19 -1.79 -5.75
H 3.34 -0.80 -0.56
H 2.92 -2.46 -0.87
H 4.24 -2.15 0.22
H 6.39 -1.49 -0.40
H 6.77 -1.39 -2.19
H 5.76 -0.10 -1.35
H 1.87 -3.15 -2.77
H 1.81 -4.71 -3.55
H 1.93 -4.67 -1.78
H 4.54 -5.88 -3.63
H 4.04 -5.94 -1.86
H 5.52 -5.06 -2.43
O -3.79 -2.20 -0.48
P -4.24 -3.15 -1.55
N -3.59 -4.59 -1.14
C -3.92 -5.80 -1.89
C -2.17 -4.69 -0.70
N -3.88 -2.57 -3.04
C -4.03 -3.40 -4.27
C -3.12 -1.33 -3.24
N -5.88 -3.48 -1.52
C -6.90 -2.91 -2.44
C -6.49 -3.74 -0.25
H -3.44 -6.60 -1.32
H -3.44 -5.79 -2.86
H -5.00 -5.91 -1.95
H -1.89 -3.90 0.03
H -1.60 -4.56 -1.64
H -1.98 -5.63 -0.19
H -4.31 -2.71 -5.09
H -3.05 -3.80 -4.59
H -4.82 -4.20 -4.16
H -3.76 -0.64 -3.83
H -3.00 -0.82 -2.30
H -2.09 -1.53 -3.59
H -7.24 -3.69 -3.19
H -7.81 -2.62 -1.90
H -6.64 -1.99 -2.97
H -6.71 -2.78 0.26
H -5.81 -4.29 0.38
H -7.41 -4.29 -0.43
O 1.01 3.76 -4.57
P -0.45 4.10 -4.47
N -1.27 2.87 -3.78
C -2.65 3.00 -3.28
C -0.51 1.88 -3.01
N -1.24 4.42 -5.96
C -0.86 5.62 -6.75
C -1.70 3.29 -6.84
N -0.69 5.53 -3.60
C 0.33 6.00 -2.67
C -1.98 6.20 -3.51
H -2.70 3.50 -2.29
H -3.11 2.01 -3.27
H -3.25 3.49 -4.04
H -0.65 2.08 -1.93
H 0.55 1.90 -3.28
H -0.89 0.89 -3.15
H -0.02 5.44 -7.41
H -1.75 5.88 -7.37
H -0.72 6.51 -6.17
H -2.34 2.62 -6.28
H -2.35 3.74 -7.60
H -0.87 2.74 -7.30
H -0.06 6.10 -1.62
H 1.22 5.37 -2.63
H 0.66 6.96 -3.04
H -2.27 6.28 -2.47
H -2.75 5.67 -4.09
H -1.85 7.20 -3.91
O 3.76 -2.13 4.45
P 4.81 -1.32 3.89
N 5.54 -0.21 5.01
C 6.15 -0.83 6.11
C 4.84 0.97 5.33
N 4.28 -0.29 2.68
C 5.19 0.60 1.95
C 2.86 0.05 2.46
N 6.01 -2.24 3.18
C 7.39 -1.87 2.74
C 5.65 -3.62 2.80
H 5.51 -1.54 6.68
H 6.52 -0.09 6.85
H 7.02 -1.44 5.74
H 3.87 0.75 5.80
H 4.58 1.54 4.45
H 5.45 1.62 5.98
H 6.12 0.69 2.48
H 5.31 0.22 0.92
H 4.86 1.63 1.87
H 2.58 1.12 2.56
H 2.60 -0.17 1.43
H 2.25 -0.49 3.20
H 8.15 -2.47 3.26
H 7.46 -2.07 1.69
H 7.58 -0.85 3.02
H 4.61 -3.79 3.09
H 6.33 -4.37 3.26
H 5.67 -3.74 1.70
O -3.59 -2.35 2.30
P -4.06 -2.90 3.59
N -2.89 -2.82 4.72
C -3.07 -3.71 5.90
C -1.47 -2.83 4.30
N -4.48 -4.44 3.24
C -5.48 -5.08 4.10
C -3.84 -5.37 2.33
N -5.38 -2.01 4.04
C -6.48 -2.14 3.10
C -5.57 -1.50 5.42
H -4.11 -3.88 6.11
H -2.64 -3.10 6.69
H -2.55 -4.66 5.86
H -0.83 -2.56 5.15
H -1.39 -2.05 3.57
H -1.23 -3.78 3.81
H -5.98 -4.31 4.72
H -6.32 -5.47 3.53
H -4.99 -5.80 4.78
H -4.54 -5.99 1.81
H -3.20 -4.84 1.64
H -3.22 -6.10 2.89
H -6.71 -1.12 2.78
H -6.25 -2.77 2.23
H -7.35 -2.60 3.61
H -6.08 -0.56 5.38
H -4.61 -1.39 5.91
H -6.15 -2.20 6.01
O 6.13 2.62 -0.61
P 5.05 3.34 -1.33
N 4.88 2.76 -2.88
C 6.14 2.27 -3.43
C 3.91 3.33 -3.83
N 5.37 5.00 -1.38
C 6.70 5.39 -1.00
C 4.35 6.04 -1.76
N 3.50 3.31 -0.67
C 3.25 3.99 0.58
C 2.54 2.16 -0.81
H 6.85 3.09 -3.62
H 5.91 1.72 -4.36
H 6.64 1.68 -2.67
H 3.68 2.54 -4.54
H 4.21 4.24 -4.35
H 3.00 3.72 -3.39
H 7.36 5.52 -1.87
H 6.63 6.25 -0.35
H 7.11 4.59 -0.40
H 4.32 6.26 -2.86
H 3.38 5.67 -1.50
H 4.62 6.99 -1.23
H 3.47 3.32 1.43
H 3.85 4.91 0.70
H 2.19 4.31 0.73
H 2.60 1.40 -0.03
H 2.77 1.70 -1.75
H 1.53 2.58 -0.93
```

total charge = 0
HOMO level (alpha / beta) = -7.78 / -7.78 eV
spin multiplicity = 3



DFT (the ωB97M-V functional and the def2-TZVPD basis) results for a structure of composition C42H27AsBrF4N5NaO6PS.

```
89
Properties=species:S:1:pos:R:3
Na -0.73 0.70 -0.20
C -2.04 -3.13 -0.21
C -2.92 -2.83 -1.26
C -3.58 -1.63 -1.26
C -3.31 -0.69 -0.24
N -2.47 -0.96 0.76
C -1.87 -2.17 0.76
N -4.06 0.50 -0.27
C -3.62 1.69 -0.08
N -2.36 2.18 0.24
C -2.43 3.55 0.17
N -1.56 4.50 0.34
C -0.27 4.36 0.83
C 0.56 5.49 0.73
C 1.83 5.47 1.26
C 2.27 4.32 1.93
C 1.39 3.26 1.99
N 0.16 3.25 1.45
C -3.83 3.98 -0.21
C -4.39 5.22 -0.42
C -5.75 5.28 -0.72
C -6.51 4.11 -0.82
C -5.92 2.86 -0.62
C -4.58 2.83 -0.31
H -1.50 -4.07 -0.17
H -3.08 -3.55 -2.05
H -4.27 -1.34 -2.05
H -1.21 -2.36 1.61
H 0.17 6.37 0.23
H 2.48 6.34 1.19
H 3.25 4.25 2.37
H 1.69 2.34 2.50
H -3.77 6.12 -0.36
H -6.23 6.24 -0.88
H -7.56 4.18 -1.05
H -6.48 1.94 -0.72
F 1.57 -1.94 7.31
C 1.59 -1.76 5.98
C 2.49 -2.46 5.21
F 3.34 -3.30 5.80
C 2.51 -2.26 3.84
F 3.45 -2.98 3.20
C 1.69 -1.37 3.18
P 1.32 -1.08 1.16
C 2.00 -2.74 0.68
C 1.37 -3.88 1.18
C 1.77 -5.16 0.81
C 2.83 -5.32 -0.08
C 3.46 -4.20 -0.60
C 3.05 -2.92 -0.23
C 2.85 0.01 0.97
C 2.76 1.18 0.22
C 3.87 2.00 0.02
C 5.09 1.68 0.60
C 5.19 0.53 1.37
C 4.09 -0.30 1.55
C 0.78 -0.70 4.01
Br -0.45 0.57 3.31
C 0.73 -0.88 5.38
F -0.12 -0.22 6.16
H 0.55 -3.77 1.89
H 1.26 -6.03 1.21
H 3.15 -6.32 -0.37
H 4.28 -4.31 -1.30
H 3.52 -2.06 -0.67
H 1.84 1.47 -0.24
H 3.76 2.89 -0.59
H 5.95 2.33 0.45
H 6.14 0.26 1.83
H 4.21 -1.21 2.12
O 2.48 -1.16 -2.84
As 0.94 -0.35 -2.36
O 1.35 1.23 -2.56
O 0.76 -0.87 -0.75
C -0.17 -1.47 -3.50
C 0.28 -2.73 -3.87
C -0.51 -3.51 -4.70
C -1.73 -3.04 -5.17
C -2.19 -1.78 -4.80
C -1.40 -1.00 -3.96
S -1.91 0.61 -3.39
O -1.18 1.55 -4.19
O -3.35 0.68 -3.49
O -1.44 0.50 -1.97
H 3.10 -0.41 -2.80
H 1.23 -3.09 -3.50
H -0.17 -4.50 -4.98
H -2.34 -3.66 -5.82
H -3.14 -1.39 -5.14
```

total charge = -2
HOMO level = -2.62 eV
relative energy (zero: lowest compared OMol25 entry of this formula, charge and spin) = 112.5 kJ/mol
spin multiplicity = 1



DFT (the ωB97M-V functional and the def2-TZVPD basis) results for a structure of composition C42H28Cl5N6O3SZr.

```
86
Properties=species:S:1:pos:R:3
Zr -0.21 -0.18 -0.48
C -3.54 3.02 -0.75
C -3.26 3.90 0.29
C -2.17 3.64 1.11
C -1.38 2.52 0.87
C -1.63 1.62 -0.18
C -2.75 1.90 -0.97
C -0.20 2.24 1.71
C -0.12 2.59 3.07
C 0.98 2.23 3.82
C 2.04 1.60 3.17
C 3.37 1.10 3.64
C 3.66 -0.33 3.34
C 3.02 -1.90 1.70
C 2.68 -0.71 0.71
C 1.90 1.35 1.82
N 0.79 1.58 1.10
H -4.40 3.21 -1.39
H -3.87 4.77 0.46
H -1.93 4.32 1.92
H -3.01 1.24 -1.79
H -0.95 3.10 3.53
H 1.01 2.44 4.88
H 3.92 1.60 4.43
H 5.88 -1.71 4.13
H 3.71 -2.70 1.49
H 2.89 -0.83 -0.35
Cl 2.51 -6.21 -4.39
C 1.99 -4.72 -3.69
C 2.42 -3.52 -4.24
C 2.01 -2.32 -3.70
Cl 2.54 -0.83 -4.41
C 1.16 -2.26 -2.58
O 0.78 -1.10 -2.11
C 0.75 -3.50 -2.03
C -0.11 -3.55 -0.88
O -0.51 -2.59 -0.23
C 1.16 -4.72 -2.59
H 3.07 -3.52 -5.11
H -0.43 -4.56 -0.57
H 0.82 -5.65 -2.16
Cl -6.79 -3.46 0.44
C -5.35 -2.67 -0.09
C -4.46 -2.17 0.85
C -3.32 -1.54 0.39
Cl -2.17 -0.95 1.58
C -3.01 -1.38 -0.97
O -1.91 -0.78 -1.38
C -3.93 -1.93 -1.86
Cl -3.59 -1.81 -3.56
C -5.09 -2.56 -1.45
H -4.66 -2.26 1.90
H -5.78 -2.97 -2.17
N 5.52 2.22 9.17
C 5.55 1.53 8.26
C 5.59 0.67 7.10
C 4.80 -0.47 7.06
C 4.82 -1.28 5.94
C 5.61 -0.93 4.84
C 6.44 0.18 4.91
C 6.41 1.01 6.03
N 3.01 -1.38 3.09
C 4.11 0.67 2.36
C 3.12 0.69 1.21
N 1.24 -1.01 1.01
C 1.51 -2.02 1.74
H 4.17 -0.72 7.91
H 4.16 -2.13 5.88
H 7.08 0.44 4.08
H 7.04 1.89 6.08
H 5.14 0.96 2.20
H 3.51 1.26 0.37
H 0.82 -2.73 2.18
C -0.88 4.19 -3.23
N -0.95 2.83 -3.75
C -1.78 2.40 -4.76
C -1.63 1.06 -4.86
N -0.70 0.70 -3.91
C -0.29 1.79 -3.23
S 0.79 1.87 -1.91
H -1.49 4.83 -3.86
H 0.15 4.54 -3.24
H -1.25 4.20 -2.20
H -2.41 3.07 -5.32
H -2.10 0.34 -5.50
H -0.35 -0.22 -3.69
```

total charge = +1
HOMO level = -10.33 eV
relative energy (zero: lowest compared OMol25 entry of this formula, charge and spin) = 539.4 kJ/mol
spin multiplicity = 1



| no. | largest force on an atom (eV/A) | E_tot (eV) |
| --- | --- | --- |
| 1 | 3.85 | -248499.036 |
| 2 | 2.87 | -230022.929 |
| 3 | 2.21 | -133815.127 |